Below is a single C4H7NO2 molecule at a distorted geometry, with properties calculated with ωB97M-V with the def2-TZVPD basis set.

The value obtained for the maximum force is 0.0257 hartree/bohr. Its SMILES is N[C@]1(O)C[C@H]1C=O. As for the spin multiplicity: 1. As for the HOMO energy: -8.2 eV. The energy above the lowest of the compared OMol25 structures with the same formula, charge and spin is 332.7 kJ/mol. The calculation puts the HOMO-LUMO gap at 9.07 eV. The LUMO energy is 0.86 eV. The value obtained for the energy is -9843.8318 eV.

Structure (XYZ):
```
14
C4H7NO2 ωB97M-V with the def2-TZVPD basis set
C -0.0538 1.0411 0.9526
C 0.3259 0.5700 -0.4193
C 1.7091 0.1104 -0.7198
O 2.6304 0.1598 0.0657
C -0.5943 -0.4534 0.1274
O -0.1768 -1.5215 0.8925
N -1.6503 -0.8817 -0.7169
H 0.2762 -1.0585 1.6037
H 0.8417 1.1495 1.6169
H -0.7048 1.9062 1.0420
H -0.1251 1.1125 -1.2433
H 1.8152 -0.3330 -1.7272
H -2.0505 -0.2532 -1.3881
H -2.2122 -1.6878 -0.4699
```